The following is a quantum chemistry calculation of one molecule with the formula C4H7NO, from OMol25.

```
! RIJCOSX wB97M-V def2-TZVPD def2/J DEFGRID3
* xyz 0 1
O 1.096 2.002 -0.352
C 1.705 0.995 -0.078
C 1.074 -0.372 0.086
C -0.354 -0.356 0.586
C -1.447 0.280 -0.179
N -1.312 -1.176 -0.156
H 2.809 1.028 0.042
H 1.714 -0.991 0.725
H 1.093 -0.858 -0.900
H -0.454 -0.326 1.672
H -1.232 0.761 -1.130
H -2.253 0.744 0.389
H -1.995 -1.596 0.467
*
```

As for the largest force on an atom: 0.011 Eh/bohr. As for the LUMO energy: 1.00 eV. As for the HOMO-LUMO gap: 0.39516 Ha. The value obtained for the energy relative to the best compared isomer or geometry (same formula, charge and spin) is 206.0 kJ/mol. The highest occupied orbital energy comes out at -9.750 eV.

The following is a quantum chemistry calculation of C41H57BIrN6OS2 as an isolated structure, from OMol25.

```
! RIJCOSX wB97M-V def2-TZVPD def2/J DEFGRID3
* xyz 1 5
Ir 0.083 0.493 -0.470
C -0.310 4.578 1.674
C 0.744 3.606 1.134
C 1.809 4.345 0.327
C 1.343 2.788 2.258
C 2.218 3.419 3.136
C 2.762 2.752 4.217
C 2.467 1.415 4.409
C 1.609 0.733 3.556
C 1.446 -0.768 3.758
C 2.821 -1.443 3.804
C 0.659 -1.108 5.027
C 1.011 1.452 2.505
N 0.026 0.768 1.696
C -0.971 0.307 2.365
C -2.017 -0.606 1.965
C -2.954 -0.853 2.981
C -3.998 -1.736 2.825
C -4.115 -2.425 1.619
C -3.207 -2.222 0.607
C -2.141 -1.300 0.728
N -1.274 -1.098 -0.314
C -1.442 -1.952 -1.462
C -2.198 -1.504 -2.558
C -2.333 -2.352 -3.652
C -1.771 -3.615 -3.656
C -1.047 -4.044 -2.558
C -0.857 -3.223 -1.452
C -0.047 -3.735 -0.277
C 1.301 -4.281 -0.746
C -0.811 -4.809 0.502
C -2.942 -0.182 -2.560
C -4.432 -0.406 -2.268
C -2.804 0.577 -3.883
H -0.883 5.025 0.859
H 0.165 5.385 2.235
H -1.006 4.087 2.363
H 0.248 2.929 0.432
H 2.359 5.060 0.939
H 1.336 4.910 -0.479
H 2.522 3.646 -0.113
H 2.465 4.461 2.978
H 3.427 3.268 4.897
H 2.927 0.882 5.232
H 0.915 -1.184 2.899
H 3.339 -1.224 4.739
H 3.446 -1.094 2.984
H 2.714 -2.527 3.737
H 1.171 -0.723 5.910
H 0.566 -2.189 5.139
H -0.346 -0.682 5.023
H -1.038 0.610 3.410
H -2.838 -0.329 3.922
H -4.702 -1.901 3.629
H -4.922 -3.131 1.472
H -3.313 -2.771 -0.318
H -2.906 -2.020 -4.509
H -1.898 -4.265 -4.511
H -0.617 -5.037 -2.562
H 0.144 -2.893 0.396
H 1.171 -5.142 -1.402
H 1.893 -4.613 0.108
H 1.858 -3.526 -1.300
H -0.998 -5.680 -0.129
H -1.773 -4.443 0.864
H -0.228 -5.140 1.364
H -2.522 0.437 -1.766
H -4.864 -1.070 -3.019
H -4.980 0.539 -2.308
H -4.600 -0.853 -1.290
H -3.429 0.135 -4.660
H -1.774 0.588 -4.239
H -3.139 1.610 -3.759
C 3.729 -2.553 0.653
N 3.818 -1.999 -0.684
C 4.382 -2.626 -1.768
C 4.317 -1.747 -2.791
N 3.737 -0.584 -2.337
B 3.844 0.663 -3.294
N 2.799 1.807 -3.061
C 3.163 3.124 -3.229
C 2.045 3.882 -3.202
N 0.990 3.022 -2.996
C -0.406 3.412 -2.897
C 1.477 1.765 -2.921
S 0.516 0.327 -2.715
C 3.422 -0.755 -1.046
S 2.674 0.330 0.070
H 3.983 -3.608 0.604
H 2.719 -2.434 1.041
H 4.425 -2.043 1.315
H 4.769 -3.627 -1.713
H 4.649 -1.839 -3.809
H 3.694 0.237 -4.411
H 4.924 1.170 -3.134
H 4.193 3.400 -3.363
H 1.903 4.943 -3.302
H -0.448 4.481 -2.699
H -0.884 2.878 -2.078
H -0.932 3.195 -3.826
C -4.289 1.895 0.770
C -3.367 2.596 -0.202
O -1.985 2.256 0.022
H -5.322 2.197 0.593
H -4.038 2.159 1.800
H -4.222 0.812 0.665
H -3.478 3.681 -0.135
H -3.578 2.305 -1.230
H -1.745 2.570 0.901
*
```

As for the largest force on an atom: 0.009 Eh/bohr. As for the LUMO energy (spin up / spin down): -2.83 / -4.71 eV. As for the HOMO-LUMO gap (spin up / spin down): 0.22586 / 0.21776 Ha. The highest occupied orbital energy (spin up / spin down) comes out at -8.972 / -10.640 eV.

The following is a quantum chemistry calculation of a 2-piece molecular cluster, C2H3F2NO3 overall, from OMol25.

```
! RIJCOSX wB97M-V def2-TZVPD def2/J DEFGRID3
* xyz 0 1
C -1.770 -0.136 -0.419
C 1.158 -0.495 0.083
N 0.908 0.783 -0.301
O 0.644 1.570 0.655
O 1.034 1.132 -1.488
O 1.213 -0.642 1.385
F -2.352 -1.224 -0.090
F 1.357 -1.556 -0.702
H -1.558 -0.140 -1.394
H -1.678 0.495 0.371
H 1.045 0.212 1.900
*
```

As for the largest force on an atom: 0.075 Eh/bohr. As for the LUMO energy (spin up / spin down): -1.87 / 0.17 eV. As for the HOMO-LUMO gap (spin up / spin down): 0.24401 / 0.34852 Ha. The value obtained for the energy relative to the best compared isomer or geometry (same formula, charge and spin) is 376.0 kJ/mol. The highest occupied orbital energy (spin up / spin down) comes out at -8.507 / -9.315 eV.

The following is a quantum chemistry calculation of C4H3ClO2S as an isolated structure, from OMol25.

```
! RIJCOSX wB97M-V def2-TZVPD def2/J DEFGRID3
* xyz 0 1
C -0.055 0.434 -0.232
C -0.114 -0.273 1.244
C 1.418 -0.042 -0.100
C -0.983 -0.247 -1.237
H 0.079 0.614 1.944
H -1.009 -0.979 1.326
H -1.286 0.212 -2.183
O 1.064 -1.001 0.853
O -1.749 -1.248 -0.870
S 2.945 0.261 -0.701
Cl -0.310 2.268 -0.043
*
```

As for the largest force on an atom: 0.130 Eh/bohr. As for the LUMO energy: -1.12 eV. As for the HOMO-LUMO gap: 0.31256 Ha. The value obtained for the energy relative to the best compared isomer or geometry (same formula, charge and spin) is 265.2 kJ/mol. The highest occupied orbital energy comes out at -9.623 eV.

The following is a quantum chemistry calculation of one molecule with the formula C6H8F6N2, from OMol25.

```
! RIJCOSX wB97M-V def2-TZVPD def2/J DEFGRID3
* xyz 0 1
C 1.249 -0.053 0.315
C -2.366 0.257 0.990
C -1.710 -0.365 -1.607
C -1.312 0.288 -0.177
C 1.711 1.356 0.056
C 2.324 -1.079 -0.023
N 0.434 -0.334 1.489
N -0.152 -0.490 0.193
F 1.224 1.886 -1.118
F 1.267 2.183 1.022
F 3.024 1.537 -0.113
F 3.372 -1.176 0.847
F 1.811 -2.326 -0.041
F 2.864 -0.767 -1.243
H -2.613 -0.762 1.178
H -2.009 0.449 1.914
H -3.169 0.847 0.749
H -1.590 -1.380 -1.605
H -1.018 0.116 -2.462
H -2.755 -0.204 -1.853
H -1.186 1.390 -0.375
H 0.600 -1.374 1.862
*
```

As for the largest force on an atom: 0.088 Eh/bohr. As for the LUMO energy: 0.84 eV. As for the HOMO-LUMO gap: 0.39585 Ha. The value obtained for the energy relative to the best compared isomer or geometry (same formula, charge and spin) is 0.0 kJ/mol. The highest occupied orbital energy comes out at -9.936 eV.

The following is a quantum chemistry calculation of one molecule with the formula C3H2N2O2, from OMol25.

```
! RIJCOSX wB97M-V def2-TZVPD def2/J DEFGRID3
* xyz 0 1
N 0.815 0.022 -2.580
C 0.701 -0.396 -1.428
O -0.198 1.366 0.848
C -0.761 0.544 1.515
O -0.456 -0.769 1.638
C 0.764 -0.891 -0.245
N 0.708 -1.259 0.948
H 0.057 0.651 -2.854
H -1.632 0.732 2.159
*
```

As for the largest force on an atom: 0.013 Eh/bohr. As for the LUMO energy: -1.05 eV. As for the HOMO-LUMO gap: 0.30600 Ha. The value obtained for the energy relative to the best compared isomer or geometry (same formula, charge and spin) is 403.6 kJ/mol. The highest occupied orbital energy comes out at -9.373 eV.

The following is a quantum chemistry calculation of one molecule with the formula C2H5NO2, from OMol25.

```
! RIJCOSX wB97M-V def2-TZVPD def2/J DEFGRID3
* xyz 0 1
C -0.684 0.448 -0.512
C 1.444 -0.436 0.220
N -2.688 0.333 0.605
O -1.406 0.032 0.473
O 0.652 0.257 -0.746
H -1.143 1.170 -1.256
H 2.132 0.208 0.745
H 2.035 -1.154 -0.301
H 0.825 -0.946 0.956
H -2.984 0.850 -0.182
*
```

As for the largest force on an atom: 0.071 Eh/bohr. As for the LUMO energy (spin up / spin down): 0.53 / 0.77 eV. As for the HOMO-LUMO gap (spin up / spin down): 0.28675 / 0.32059 Ha. The value obtained for the energy relative to the best compared isomer or geometry (same formula, charge and spin) is 565.5 kJ/mol. The highest occupied orbital energy (spin up / spin down) comes out at -7.269 / -7.958 eV.

The following is a quantum chemistry calculation of C40H52BrMnNOP2Si3 as an isolated structure, from OMol25.

```
! RIJCOSX wB97M-V def2-TZVPD def2/J DEFGRID3
* xyz 0 2
Mn 0.066 -0.028 -0.148
C 1.858 2.537 -0.824
O 1.118 1.722 0.065
Si 1.131 1.735 1.791
C 2.872 1.448 2.423
C 0.783 3.478 2.387
C -0.068 0.403 1.942
Si 0.255 -0.768 3.338
C 0.342 0.088 5.018
C 1.936 -1.634 3.188
C -1.070 -2.092 3.492
Si -1.800 1.096 1.921
C -3.257 -0.006 1.515
C -2.291 1.851 3.586
C -1.978 2.545 0.706
H 2.607 3.114 -0.277
H 1.186 3.230 -1.338
H 2.366 1.902 -1.552
H 3.570 2.096 1.882
H 3.242 0.428 2.373
H 2.903 1.770 3.468
H 1.647 4.121 2.197
H 0.648 3.447 3.472
H -0.092 3.956 1.955
H 1.111 0.867 5.021
H 0.614 -0.626 5.801
H -0.602 0.554 5.303
H 2.662 -1.172 3.863
H 2.352 -1.585 2.180
H 1.860 -2.685 3.479
H -1.966 -1.713 3.989
H -0.710 -2.948 4.069
H -1.376 -2.458 2.513
H -3.272 -0.981 1.998
H -3.385 -0.156 0.445
H -4.132 0.553 1.865
H -2.469 1.069 4.328
H -3.225 2.411 3.479
H -1.534 2.528 3.985
H -1.300 2.588 -0.145
H -1.884 3.486 1.250
H -3.006 2.494 0.335
N -1.395 -1.813 -2.165
P -1.077 -2.209 -0.544
C -0.099 -3.735 -0.570
C -0.360 -4.758 -1.480
C 0.423 -5.899 -1.492
C 1.461 -6.036 -0.575
C 1.713 -5.031 0.344
C 0.939 -3.877 0.338
C -2.704 -2.928 -0.079
C -3.871 -2.470 -0.690
C -5.109 -2.983 -0.332
C -5.196 -3.964 0.646
C -4.038 -4.446 1.239
C -2.800 -3.944 0.868
P -1.062 -0.168 -2.360
C -2.664 0.552 -2.872
C -2.990 1.866 -2.568
C -4.206 2.406 -2.969
C -5.109 1.636 -3.681
C -4.785 0.326 -4.014
C -3.569 -0.204 -3.623
C -0.134 -0.034 -3.916
C -0.186 -1.021 -4.897
C 0.524 -0.875 -6.077
C 1.287 0.265 -6.291
C 1.338 1.254 -5.321
C 0.632 1.103 -4.137
H -2.027 -2.348 -2.745
H -1.177 -4.661 -2.187
H 0.226 -6.684 -2.210
H 2.077 -6.926 -0.586
H 2.526 -5.126 1.053
H 1.169 -3.078 1.028
H -3.829 -1.684 -1.434
H -6.004 -2.605 -0.809
H -6.160 -4.361 0.936
H -4.096 -5.224 1.989
H -1.908 -4.359 1.320
H -2.292 2.477 -2.015
H -4.444 3.431 -2.714
H -6.060 2.054 -3.984
H -5.479 -0.278 -4.585
H -3.330 -1.219 -3.921
H -0.757 -1.926 -4.725
H 0.493 -1.655 -6.827
H 1.847 0.377 -7.210
H 1.941 2.140 -5.478
H 0.696 1.870 -3.373
Br 5.838 -2.819 -2.376
C 4.181 -2.072 -1.831
C 3.020 -2.424 -2.494
C 1.812 -1.884 -2.077
C 1.685 -0.975 -1.012
C 2.905 -0.658 -0.397
C 4.135 -1.188 -0.771
H 3.057 -3.122 -3.321
H 0.937 -2.231 -2.605
H 2.913 0.042 0.426
H 5.042 -0.914 -0.246
*
```

As for the largest force on an atom: 0.022 Eh/bohr. As for the LUMO energy (spin up / spin down): 0.45 / 0.48 eV. As for the HOMO-LUMO gap (spin up / spin down): 0.29882 / 0.28611 Ha. The highest occupied orbital energy (spin up / spin down) comes out at -7.680 / -7.310 eV.

Number 1: DFT total energy -7797.509 eV. Number 2: DFT total energy -79612.412 eV. Number 3: DFT total energy -15182.815 eV. Number 4: DFT total energy -31646.083 eV. Number 5: DFT total energy -25634.457 eV. Number 6: DFT total energy -10214.006 eV. Number 7: DFT total energy -7734.891 eV. Number 8: DFT total energy -189438.044 eV.